1.
Formula: C8H13ClNOS
Source: OMol25
Level of theory: ωB97M-V/def2-TZVPD

XYZ file:
```
25
Properties=species:S:1:pos:R:3:forces:R:3:lowdin_charge:R:1
Cl -1.7976 2.4358 -0.1167 -0.199 0.673 0.337 0.8244
S -1.8712 -1.7936 -0.2421 -0.226 0.291 0.435 1.0819
O 0.8316 -0.9444 -1.7380 0.275 -1.389 0.235 0.0291
N 0.5564 1.2251 -1.6528 -2.242 -0.244 -0.996 0.1914
C -2.0779 0.7671 0.0325 0.207 -2.575 0.421 -0.7085
C 0.3326 -0.0567 -0.8093 -1.474 0.527 0.775 -0.4782
C -3.1969 0.1493 0.6583 -1.503 1.057 0.625 -0.1787
C 1.1942 -1.3460 1.2184 2.255 2.094 0.927 -0.0371
C 2.5271 0.8290 0.3384 -4.168 1.320 2.840 -0.0148
C 1.0779 0.0917 0.5685 1.170 -0.316 -1.732 -0.2508
C -3.3065 -1.2142 0.5575 1.866 0.736 0.013 -0.3177
C -1.2101 -0.2200 -0.3323 2.484 0.320 -2.619 -0.4815
H 0.2945 -1.7226 -1.9550 -0.032 0.255 0.461 0.1192
H 2.3368 1.9787 0.2858 0.578 -1.994 0.133 0.1170
H -3.8013 -1.9725 1.1474 -0.692 0.418 -0.270 0.0816
H 1.5610 1.5552 -1.5804 -1.581 -0.400 -0.303 0.1543
H 2.9641 0.4562 -0.5061 1.651 -1.009 -1.991 0.0393
H -0.1806 1.8805 -1.2195 1.508 -0.064 -1.102 0.0478
H 0.2379 0.9013 -2.6915 1.249 1.360 3.005 0.2463
H -3.8272 0.8425 1.2231 -0.350 -0.721 -0.166 0.1225
H 2.9967 0.5754 1.2762 0.913 0.297 -0.116 0.0806
H 0.4177 -2.0068 1.3656 -2.673 -0.675 -0.405 0.0229
H 0.4803 0.8325 1.1216 0.076 -0.720 0.242 0.1290
H 1.9440 -1.9903 0.7918 0.620 0.271 -0.738 0.0882
H 1.5168 -1.2532 2.2586 0.287 0.489 -0.013 0.0920
```
Positions in Å, forces in eV/Å.

Output
largest force on an atom: 5.2 eV Å⁻¹
total charge: +1
SMILES: CC(C)[C@@]([NH3+])(O)c1sccc1Cl
relative energy (zero: lowest compared OMol25 entry of this formula, charge and spin): 28.80 kJ/mol
HOMO: -0.47323 hartree
Kohn-Sham gap: 0.35967 Ha


2.
Formula: C4H9N2O2
Source: OMol25
Level of theory: ωB97M-V/def2-TZVPD

XYZ file:
```
17
Properties=species:S:1:pos:R:3:forces:R:3:lowdin_charge:R:1
O -0.1526 2.7545 0.8348 -0.498 -0.058 0.230 0.0685
O -1.0882 -1.0985 -1.6080 0.718 0.225 -0.142 0.0985
N 0.1020 -2.5510 -0.3316 0.083 -0.607 -1.898 0.1874
N -1.1885 0.1696 0.8344 -2.861 2.811 1.263 0.2102
C 0.8572 1.0129 -0.4092 0.440 -1.909 -2.324 -0.0858
C 0.1120 -0.1619 0.2278 1.479 -1.380 0.538 -0.2223
C -0.2512 -1.2950 -0.7514 -1.168 -0.690 0.598 -0.4953
C 0.7668 2.3730 0.1607 0.867 0.308 0.516 -0.2166
H 0.7575 -0.7156 0.9369 -0.502 1.037 0.421 0.1596
H 0.5028 0.9940 -1.4651 -0.292 0.782 0.389 0.1504
H 1.6562 3.0123 -0.0024 -0.319 0.065 -0.212 0.1448
H 0.0068 -3.2746 -1.0637 -0.353 0.580 0.664 0.1462
H 1.9074 0.6838 -0.6614 -0.772 0.435 0.972 0.1615
H -1.2514 1.1132 1.3950 0.912 -1.428 -1.527 0.2023
H -1.9486 0.2704 0.1017 1.179 -0.075 0.321 0.1998
H -1.6194 -0.4825 1.4959 0.708 -0.665 -0.160 0.1821
H 0.8311 -2.8046 0.3056 0.379 0.569 0.353 0.1086
```
Positions in Å, forces in eV/Å.

Output
largest force on an atom: 4.2 eV Å⁻¹
total charge: +1
SMILES: NC(=O)[C@H]([NH3+])CC=O
relative energy (zero: lowest compared OMol25 entry of this formula, charge and spin): 86.30 kJ/mol
HOMO: -0.53425 hartree
Kohn-Sham gap: 0.40729 Ha


3.
Formula: C5H14
Source: OMol25
Level of theory: ωB97M-V/def2-TZVPD

XYZ file:
```
19
Properties=species:S:1:pos:R:3:forces:R:3:lowdin_charge:R:1
C -1.9349 -1.2947 -0.2524 -0.033 0.309 0.165 -0.1105
C 1.5934 2.5398 -0.8123 -0.920 -0.322 -0.358 -0.1568
C -0.2371 -1.7538 1.6118 0.091 -0.190 -0.624 -0.1261
C 1.4260 1.0413 -1.1404 0.539 0.302 -1.015 -0.1716
C -1.0959 -0.7115 0.8996 -0.197 0.239 0.136 -0.3118
H 1.7275 0.4500 -0.2818 -0.249 -0.361 -0.108 0.0548
H 1.5350 2.6767 0.2658 0.429 0.246 -0.020 0.0592
H -1.7575 -0.2085 1.6043 -0.075 -0.138 0.217 0.0934
H 0.2149 -2.3973 0.8530 0.100 -0.042 -0.003 0.0677
H -0.4646 0.0967 0.5364 0.107 -0.080 -0.168 0.0602
H -2.9706 -0.9642 -0.2078 -0.083 0.050 0.055 0.0621
H 2.4641 2.9928 -1.2798 0.317 -0.146 0.435 0.0586
H -1.9505 -2.3791 -0.2198 0.051 -0.199 -0.046 0.0631
H 0.5936 -1.3245 2.1699 -0.175 0.082 0.242 0.0640
H 2.0439 0.7512 -1.9972 0.417 0.083 0.296 0.0606
H -1.5628 -0.9766 -1.2241 0.156 -0.134 -0.088 0.0571
H -0.8321 -2.4134 2.2421 -0.001 0.094 0.173 0.0690
H 0.4496 0.7712 -1.5519 -0.248 0.109 0.799 0.0531
H 0.7579 3.1042 -1.2153 -0.227 0.097 -0.087 0.0540
```
Positions in Å, forces in eV/Å.

Output
largest force on an atom: 1.2 eV Å⁻¹
SMILES: CCC.CC
relative energy (zero: lowest compared OMol25 entry of this formula, charge and spin): 36.18 kJ/mol
HOMO: -0.41187 hartree
Kohn-Sham gap: 0.45310 Ha


4.
Formula: C46H64CrGeN4P2S3
Source: OMol25
Level of theory: ωB97M-V/def2-TZVPD

XYZ file:
```
121
Properties=species:S:1:pos:R:3:forces:R:3:lowdin_charge:R:1
Ge 3.7738 -0.2001 -1.9452 -0.021 0.047 -0.034 0.7262
Cr 0.7861 -1.2441 -0.0972 0.367 -0.098 -0.327 0.0639
S -2.1176 5.1019 2.3558 0.012 -0.011 0.009 0.8221
S -0.3718 -3.6541 -0.5175 -0.142 -0.052 -0.015 0.5932
S -0.3584 -0.0657 -2.1052 -0.242 0.169 -0.065 0.6907
P -1.0074 -0.7298 1.7475 -0.117 0.031 -0.114 0.9778
P 1.1489 0.9635 1.3816 0.188 0.379 0.185 1.0081
N -0.2572 0.6933 2.3270 -0.009 -0.122 -0.107 -0.4304
N 1.4226 -2.8490 1.2272 -0.045 -0.004 -0.080 -0.0724
N -0.1909 -1.9371 -3.9969 -0.078 -0.063 0.020 0.0324
N -1.9940 -2.1352 -2.6382 -0.003 0.187 -0.242 -0.0146
C 3.8218 1.5134 4.5105 -0.002 -0.007 -0.027 -0.0765
C -5.3758 0.7667 1.5495 0.017 0.004 -0.015 -0.0776
C 1.8670 4.9751 0.6468 -0.059 0.014 -0.061 -0.0694
C 1.0878 -1.4617 -4.5002 0.077 0.048 0.040 -0.2144
C -5.0557 -0.2136 2.4772 0.004 0.037 -0.029 -0.0717
C 0.0675 3.0104 -0.1024 0.106 0.045 -0.105 -0.1434
C -3.2735 5.2285 0.9837 -0.058 0.010 -0.040 -0.4157
C 4.8563 0.1811 2.7984 -0.035 -0.004 0.009 -0.0702
C -0.7409 -3.9872 4.9779 -0.010 -0.005 -0.004 -0.0817
C -4.2042 0.7986 -3.2217 -0.028 0.023 0.025 -0.1021
C -1.6788 -3.1329 2.9365 0.011 -0.028 -0.032 -0.1205
C -1.9694 3.3031 2.4013 -0.054 -0.034 0.031 -0.5168
C -0.7375 1.3894 3.5287 0.069 0.001 0.061 -0.2424
C 4.6325 -0.7681 -3.6329 0.023 -0.077 0.073 -0.2235
C 2.5853 0.9658 2.5077 -0.028 -0.010 0.010 -0.3385
C -3.1049 0.7597 0.7699 -0.029 -0.107 -0.061 -0.1336
C -4.4262 -0.6605 -3.5952 -0.017 -0.024 -0.023 -0.2573
C -0.9585 -1.9481 3.0911 0.011 0.012 0.030 -0.3547
C -2.7684 -0.2161 1.7090 0.102 -0.071 -0.068 -0.3231
C -0.8828 -1.4581 -2.9585 -0.003 -0.116 0.209 -0.7584
C 1.9752 3.6990 1.1811 0.040 -0.036 -0.022 -0.0794
C 5.3105 0.1623 -0.7501 0.020 0.026 -0.046 -0.2308
C 0.0014 -2.8257 5.1208 0.003 -0.012 0.026 -0.0784
C -1.5737 -4.1430 3.8776 0.009 -0.015 0.012 -0.0706
C 0.8523 5.2726 -0.2503 0.022 0.002 -0.004 -0.0764
C -0.8858 2.8969 3.3826 0.003 0.048 0.134 -0.2563
C 3.6912 0.2561 2.0455 -0.061 -0.072 -0.009 -0.1286
C 2.0195 -5.3532 2.2254 0.033 0.027 0.026 -0.0760
C 1.0650 2.7078 0.8261 -0.048 -0.127 0.012 -0.3488
C -4.3944 1.2562 0.6955 -0.068 -0.028 0.001 -0.0862
C 2.3303 -3.0031 2.1984 0.033 0.014 0.061 -0.1405
C -0.0474 4.2853 -0.6292 0.093 -0.004 0.010 -0.0831
C 2.9254 1.5369 -2.3212 -0.051 -0.001 0.018 -0.2200
C -3.7570 -0.6990 2.5610 -0.010 0.029 0.061 -0.0756
C 2.6699 -4.2229 2.7321 -0.084 -0.015 -0.075 -0.0730
C -0.1005 -1.8138 4.1779 -0.007 0.046 -0.039 -0.0891
C 1.0837 -5.2088 1.2330 -0.020 -0.015 -0.010 -0.1031
C -1.0432 0.4414 -5.9368 -0.048 -0.023 -0.018 -0.1108
C 1.0335 -1.0918 -5.9794 0.040 0.000 0.013 -0.1917
C 4.9171 0.8002 4.0359 0.020 0.005 0.004 -0.0755
C -3.0319 -1.7189 -1.7123 0.046 -0.051 0.056 -0.2241
C 0.4291 0.2760 -6.2950 0.052 0.007 -0.004 -0.2507
C -4.3902 -1.6159 -2.4056 0.061 -0.052 0.019 -0.1847
C 2.5988 -1.5568 -1.2031 -0.040 0.056 0.057 -0.4110
C 2.6693 1.6083 3.7472 -0.006 0.003 -0.025 -0.0941
C 0.7857 -3.9277 0.7243 0.051 -0.254 0.179 -0.7846
H -0.0824 1.1732 4.3770 0.027 0.001 -0.033 0.0946
H 2.5784 5.7377 0.9345 0.011 0.017 0.001 0.1051
H 1.0161 1.0424 -5.7800 -0.002 0.010 0.017 0.1060
H 3.9297 -0.8359 -4.4618 -0.103 -0.014 -0.043 -0.0121
H -1.1965 0.4858 -4.8600 0.001 -0.010 0.072 0.0327
H -1.4399 1.3651 -6.3597 0.000 0.020 -0.004 0.0719
H -2.7086 -0.7709 -1.2956 -0.063 0.054 0.000 0.0456
H -1.7109 0.9580 3.7802 0.023 0.020 0.002 0.1146
H 0.7696 6.2687 -0.6642 -0.004 0.017 0.000 0.1056
H 1.8484 2.2071 4.1159 -0.079 0.012 -0.002 0.0933
H 5.0885 -1.7503 -3.4938 0.010 -0.008 -0.030 0.0178
H -3.2242 0.9529 -2.7687 0.057 0.000 0.032 0.0456
H -1.7182 2.9553 1.3979 -0.084 0.053 0.164 0.0340
H -6.3860 1.1502 1.4912 -0.016 0.004 0.000 0.1039
H -2.2953 -3.2822 2.0575 -0.006 0.012 -0.005 0.0998
H -0.5565 -2.7616 -4.4505 -0.008 0.004 0.021 0.1517
H -3.6731 -0.9660 -4.3262 0.033 -0.009 -0.027 0.0914
H 0.5226 -0.9333 4.2736 -0.014 0.045 0.006 0.0907
H 6.2040 0.3106 -1.3573 0.033 0.013 -0.027 0.0129
H -5.1255 -1.3117 -1.6548 0.003 0.027 0.020 0.1122
H -0.8238 4.4997 -1.3517 -0.010 0.022 -0.029 0.1069
H 0.6749 -2.7101 5.9601 0.005 -0.001 0.011 0.1049
H 5.1652 1.0582 -0.1454 -0.009 -0.003 -0.007 0.0104
H 1.3699 -0.6033 -3.8912 0.030 -0.025 -0.033 0.0592
H -4.9656 1.1323 -2.5132 -0.001 0.016 0.037 0.0653
H 3.4101 -4.2900 3.5154 0.016 -0.006 0.023 0.0976
H -4.2644 1.4410 -4.1007 0.008 0.007 -0.017 0.0716
H 3.2560 -2.2106 -0.6117 -0.018 0.000 0.005 -0.0221
H 0.5586 -6.0585 0.8196 0.011 -0.002 0.004 0.0962
H 2.1491 1.7562 -1.5887 -0.009 0.027 0.034 -0.0247
H -3.0749 -2.4362 -0.8884 0.012 0.021 0.002 0.0994
H 3.6338 -0.2485 1.0854 -0.050 0.025 0.119 0.0593
H -2.3474 1.1348 0.0904 -0.003 -0.059 -0.016 0.0744
H -2.1313 -5.0601 3.7403 0.000 -0.015 0.011 0.1073
H 3.8716 2.0091 5.4712 0.005 0.005 0.009 0.1043
H 2.0601 -1.1128 -6.3534 0.014 0.010 -0.004 0.1060
H 1.8324 -2.2424 -4.3256 -0.005 0.024 -0.043 0.1171
H -3.4858 6.2832 0.8207 0.007 0.021 0.010 0.0296
H 2.2696 -2.1828 -2.0443 -0.048 0.003 0.040 -0.0387
H 5.8196 0.7374 4.6304 -0.002 -0.002 0.005 0.1041
H 2.2510 -6.3371 2.6144 0.003 -0.012 0.004 0.1037
H 2.4534 1.5426 -3.3048 -0.024 -0.015 -0.030 0.0006
H 5.7083 -0.3634 2.4125 0.008 0.000 0.010 0.1069
H 0.4992 -1.8731 -6.5332 -0.021 -0.012 0.007 0.1112
H -2.9276 2.8571 2.6825 0.009 0.051 0.025 0.0838
H -0.6578 -4.7782 5.7113 0.006 -0.019 0.012 0.1020
H -2.8400 4.8150 0.0727 0.011 -0.017 0.007 0.0181
H -0.6150 2.2363 -0.4356 0.048 -0.048 -0.016 0.0551
H 0.0602 3.3544 3.0854 -0.004 -0.021 0.028 0.0839
H -2.1422 -3.0215 -3.0986 0.027 -0.007 0.009 0.1456
H -4.6916 -2.6154 -2.7371 -0.002 -0.011 0.002 0.1094
H -4.2086 4.7157 1.2082 -0.004 -0.013 0.020 0.0304
H -5.8132 -0.5989 3.1470 -0.018 0.010 0.005 0.1045
H 2.7929 -2.0941 2.5616 0.020 0.034 -0.011 0.0970
H -1.1241 3.2897 4.3765 -0.019 0.022 -0.025 0.1170
H -4.6326 2.0257 -0.0284 -0.018 -0.012 -0.014 0.1043
H 0.5585 0.4636 -7.3640 0.008 -0.014 -0.010 0.1035
H 5.4169 -0.0667 -3.9197 0.025 0.047 0.010 0.0120
H -1.6401 -0.3847 -6.3316 -0.012 -0.015 -0.019 0.0732
H 2.7792 3.4814 1.8716 0.000 -0.030 0.021 0.1000
H 3.6596 2.3432 -2.2920 0.056 0.010 -0.020 0.0184
H -3.5188 -1.4460 3.3075 0.008 0.020 -0.035 0.0982
H 5.4964 -0.6796 -0.0814 0.036 -0.026 -0.011 0.0084
H -5.3915 -0.7654 -4.0970 -0.007 0.006 0.014 0.1053
```
Positions in Å, forces in eV/Å.

Output
largest force on an atom: 0.5 eV Å⁻¹
multiplicity: 5
expectation value of S²: 6.038
relative energy (zero: lowest compared OMol25 entry of this formula, charge and spin): 0.00 kJ/mol
HOMO (spin up / spin down): -0.21620 / -0.25661 hartree
Kohn-Sham gap (spin up / spin down): 0.23584 / 0.27462 Ha


5.
Formula: C5H6N2O
Source: OMol25
Level of theory: ωB97M-V/def2-TZVPD

XYZ file:
```
14
Properties=species:S:1:pos:R:3:forces:R:3:lowdin_charge:R:1
O 0.5039 -1.2573 -0.1243 0.025 1.464 0.334 0.0682
N -1.6312 1.7708 -0.0198 1.320 -1.141 0.053 0.1318
N 0.6089 1.0651 -0.2212 0.208 2.819 3.620 0.0648
C -0.7864 0.8125 -0.1292 0.606 -0.279 0.586 -0.3426
C 1.3263 -0.1315 0.0050 1.248 0.556 -1.161 -0.4063
C -1.9206 -1.4468 0.0444 -0.285 -2.389 -0.897 0.0732
C 2.6639 -0.0290 0.0935 0.894 -0.420 -1.552 0.0263
C -0.7865 -0.7784 -0.1172 -1.935 2.702 0.690 -0.2654
H 3.3962 -0.8860 0.0247 -1.224 1.065 0.437 0.0737
H -2.9667 -1.0434 0.1231 1.615 -0.004 -0.237 0.0852
H 1.0176 1.9465 0.5438 -1.921 -3.461 -3.433 0.2711
H -2.6024 1.5656 0.1779 0.063 -0.620 -0.318 0.0415
H 3.0313 0.9843 -0.3100 -0.407 -1.687 1.240 0.0887
H -1.8543 -2.5722 -0.0907 -0.205 1.395 0.637 0.0898
```
Positions in Å, forces in eV/Å.

Output
largest force on an atom: 5.2 eV Å⁻¹
SMILES: [H]/N=c1/[nH]c(=C)oc1=C
relative energy (zero: lowest compared OMol25 entry of this formula, charge and spin): 263.69 kJ/mol
HOMO: -0.31701 hartree
Kohn-Sham gap: 0.33521 Ha


Q: Which formula does entry 4 have?
A: C46H64CrGeN4P2S3


Q: Number 4 is which compound?
A: C46H64CrGeN4P2S3


Copy entry 5 word for word.
Formula: C5H6N2O
Source: OMol25
Level of theory: ωB97M-V/def2-TZVPD

XYZ file:
```
14
Properties=species:S:1:pos:R:3:forces:R:3:lowdin_charge:R:1
O 0.5039 -1.2573 -0.1243 0.025 1.464 0.334 0.0682
N -1.6312 1.7708 -0.0198 1.320 -1.141 0.053 0.1318
N 0.6089 1.0651 -0.2212 0.208 2.819 3.620 0.0648
C -0.7864 0.8125 -0.1292 0.606 -0.279 0.586 -0.3426
C 1.3263 -0.1315 0.0050 1.248 0.556 -1.161 -0.4063
C -1.9206 -1.4468 0.0444 -0.285 -2.389 -0.897 0.0732
C 2.6639 -0.0290 0.0935 0.894 -0.420 -1.552 0.0263
C -0.7865 -0.7784 -0.1172 -1.935 2.702 0.690 -0.2654
H 3.3962 -0.8860 0.0247 -1.224 1.065 0.437 0.0737
H -2.9667 -1.0434 0.1231 1.615 -0.004 -0.237 0.0852
H 1.0176 1.9465 0.5438 -1.921 -3.461 -3.433 0.2711
H -2.6024 1.5656 0.1779 0.063 -0.620 -0.318 0.0415
H 3.0313 0.9843 -0.3100 -0.407 -1.687 1.240 0.0887
H -1.8543 -2.5722 -0.0907 -0.205 1.395 0.637 0.0898
```
Positions in Å, forces in eV/Å.

Output
largest force on an atom: 5.2 eV Å⁻¹
SMILES: [H]/N=c1/[nH]c(=C)oc1=C
relative energy (zero: lowest compared OMol25 entry of this formula, charge and spin): 263.69 kJ/mol
HOMO: -0.31701 hartree
Kohn-Sham gap: 0.33521 Ha